DFT (wB97M-V/def2-TZVPD) results for a molecular structure, H12N2O12Zn3 at a distorted geometry.

Values from the calculation:
Highest occupied orbital energy (alpha / beta), eV: -28.190 / -28.023
Spin multiplicity: 2
⟨S²⟩: 0.76
Net charge: +5
Total energy, Ha: -6354.930116
Kohn-Sham gap (alpha / beta), eV: 8.05 / 7.88
E_LUMO (alpha / beta), eV: -20.14 / -20.14

Cartesian coordinates (Å):
H1 3.759 0.031 -1.068
O1 1.069 -4.570 -1.833
H2 -2.232 1.881 2.809
H3 2.333 0.533 -1.005
H4 3.092 0.590 1.940
N1 -0.856 -0.376 0.699
O2 -1.298 0.776 0.639
O3 0.096 3.205 0.635
O4 -1.579 -1.343 0.858
Zn1 -2.912 -3.001 0.603
H5 -2.754 3.302 2.833
O5 -1.551 2.470 -1.670
H6 0.643 3.727 0.048
O6 0.356 -0.561 0.758
H7 0.520 3.280 1.489
H8 -1.436 3.160 -2.323
H9 -1.283 1.668 -2.118
Zn2 2.167 -1.588 0.603
H10 -1.843 -3.636 -1.764
N2 1.245 -3.378 -1.888
O7 2.847 -0.330 2.035
O8 -2.186 -2.870 -1.303
O9 1.325 -2.807 -2.946
H11 2.597 -0.418 2.955
O10 -2.140 2.730 2.375
Zn3 -1.839 2.756 0.314
O11 2.872 -0.239 -0.834
H12 -2.437 -2.264 -2.000
O12 1.424 -2.730 -0.844

Cartesian forces (eV/Å) of the 2 atoms listed first:
H 1.006 -0.130 -0.218
O -0.448 -0.576 -0.632